1.
A 3-piece molecular cluster, C4H13NO3 overall. Source: the Open Molecules 2025 dataset; level of theory: ωB97M-V with the def2-TZVPD basis set.

Properties
Energy relative to the best compared isomer or geometry (same formula, charge and spin): 196.8 kJ/mol

Structure (ORCA input):
```
! wB97M-V def2-TZVPD RIJCOSX def2/J DEFGRID3
* xyz 0 1
H 1.064 1.220 -5.371
H -0.484 -0.105 6.058
H 0.163 1.472 -4.204
H -3.067 -0.697 -1.043
O -0.176 0.140 5.184
H 0.681 -1.598 1.555
H 0.268 0.962 5.404
O -1.944 0.462 -2.158
C -2.051 -0.252 -1.195
C 1.206 -0.978 0.846
H -0.105 0.759 0.582
N 2.125 -0.166 1.663
H 1.816 -1.480 0.101
H 0.724 0.389 -0.788
H 2.406 0.735 1.280
C 0.204 -0.136 0.016
H 1.646 0.079 2.529
H -1.385 -1.379 0.490
H -0.794 -1.820 -1.107
O 1.079 1.494 -4.450
C -0.976 -0.969 -0.438
*
```


2.
A 2-piece molecular cluster, C4H13NO3 overall. Source: the Open Molecules 2025 dataset; level of theory: ωB97M-V with the def2-TZVPD basis set.

Properties
Energy relative to the best compared isomer or geometry (same formula, charge and spin): 259.4 kJ/mol

Structure (ORCA input):
```
! wB97M-V def2-TZVPD RIJCOSX def2/J DEFGRID3
* xyz 0 1
H 2.127 2.250 -3.664
H 0.458 -3.079 1.549
H -0.111 0.372 -1.459
H -2.217 -1.160 0.403
C -0.200 1.646 0.166
H 0.331 -0.702 2.568
C -0.522 -2.631 1.315
H -0.881 -3.265 0.478
H -1.101 0.186 2.241
O -1.510 -1.010 -0.156
H -1.286 -2.642 2.156
H 1.602 2.505 -5.117
H -1.301 1.470 0.158
O 0.298 1.146 -1.075
H 0.050 2.797 0.037
H 0.629 -1.397 -0.042
C -0.157 -0.207 1.751
H 1.483 1.128 1.238
O 2.215 2.759 -4.429
C -0.356 -1.235 0.582
N 0.450 1.068 1.300
*
```


3.
A 3-piece molecular cluster, C4H13NO3 overall. Source: the Open Molecules 2025 dataset; level of theory: ωB97M-V with the def2-TZVPD basis set.

Properties
Energy relative to the best compared isomer or geometry (same formula, charge and spin): 74.7 kJ/mol

Structure (ORCA input):
```
! wB97M-V def2-TZVPD RIJCOSX def2/J DEFGRID3
* xyz 0 1
O -2.148 0.066 2.008
H 0.665 0.814 -2.519
H -2.883 -0.521 2.024
H 0.561 -1.651 2.275
H 1.432 -1.996 -1.875
H 1.866 -0.998 -0.535
C 1.044 -1.578 -0.937
C -0.250 -0.733 -1.216
O 0.442 -0.731 2.551
H -0.827 1.216 -1.780
H 1.060 2.593 1.076
C 0.124 0.720 -1.573
H -2.175 0.672 1.247
N 0.916 1.415 -0.592
H -0.410 -0.458 2.158
H -0.735 -0.769 -0.246
H 1.902 1.495 -0.791
O -0.872 2.040 0.631
H 0.732 -2.430 -0.336
H -0.771 -1.221 -2.032
C 0.329 2.055 0.462
*
```


4.
C4H13NO3 as an isolated structure. Source: the Open Molecules 2025 dataset; level of theory: ωB97M-V with the def2-TZVPD basis set.

Properties
Energy relative to the best compared isomer or geometry (same formula, charge and spin): 337.3 kJ/mol

Structure (ORCA input):
```
! wB97M-V def2-TZVPD RIJCOSX def2/J DEFGRID3
* xyz 0 1
H 0.076 1.596 2.272
H -0.966 0.270 0.144
O 0.997 -1.672 -2.378
H -1.943 0.133 2.027
O -0.037 0.361 -2.403
C 0.598 -1.542 0.725
N -0.177 -0.847 -0.289
H -1.365 2.574 2.497
H 0.298 -1.204 1.715
C -0.817 1.969 1.768
H 1.658 -1.293 0.667
H 0.498 -2.629 0.701
C 0.753 -0.506 -1.664
H -0.508 2.634 0.958
H 1.953 -1.808 -2.445
C -1.657 0.826 1.238
O 1.995 0.067 -1.380
H 1.842 0.887 -0.892
H -0.934 -1.385 -0.680
H 0.295 0.402 -3.314
H -2.558 1.166 0.733
*
```


5.
A 3-piece molecular cluster, C4H13NO3S overall. Source: the Open Molecules 2025 dataset; level of theory: ωB97M-V with the def2-TZVPD basis set.

Properties
Energy relative to the best compared isomer or geometry (same formula, charge and spin): 135.1 kJ/mol

Structure (ORCA input):
```
! wB97M-V def2-TZVPD RIJCOSX def2/J DEFGRID3
* xyz 0 1
H 3.123 0.060 -2.136
H 0.775 -0.402 2.478
H -1.733 1.733 2.637
N -0.959 0.663 -1.211
H 0.042 1.941 0.591
H -1.304 -3.502 -0.069
H 1.642 -0.247 -1.799
C -0.246 -0.034 -0.152
H 0.922 1.172 2.968
H 1.425 1.072 0.565
C -0.621 0.853 -2.511
O -0.618 -2.983 0.367
O -1.331 1.492 -3.257
H -1.910 0.969 -1.064
H 0.292 0.352 -2.851
C 0.377 0.935 0.858
C 0.308 0.565 2.307
S -1.380 0.491 2.984
H -0.794 -3.088 1.309
O 2.523 -0.629 -1.837
H -0.993 -0.646 0.345
H 0.459 -0.767 -0.521
*
```


6.
A 4-piece molecular cluster, C4H13NO5 overall. Source: the Open Molecules 2025 dataset; level of theory: ωB97M-V with the def2-TZVPD basis set.

Properties
Energy relative to the best compared isomer or geometry (same formula, charge and spin): 143.3 kJ/mol

Structure (ORCA input):
```
! wB97M-V def2-TZVPD RIJCOSX def2/J DEFGRID3
* xyz 1 2
H 2.730 -0.992 -1.363
H -1.485 1.340 -2.361
C 0.859 1.545 0.863
H -3.116 -1.294 1.129
O 0.578 2.492 1.584
H 3.008 1.385 1.313
N -0.082 1.252 -0.158
O -1.455 -1.401 2.466
H 2.169 0.253 0.096
H -0.586 -0.776 -0.635
H -3.569 -1.085 -0.370
C 2.140 0.830 0.996
H -2.107 -0.672 2.463
C -0.714 0.616 -2.408
H -0.990 1.716 -0.088
O 2.017 -1.531 -0.988
H 2.152 0.063 1.761
C -0.062 0.080 -1.078
H 0.965 -0.237 -1.348
O -3.370 -0.654 0.461
H -0.674 -0.833 2.455
H 1.789 -2.402 -1.362
O -0.198 0.305 -3.429
*
```


7.
A 2-piece molecular cluster, C4H13NOS overall. Source: the Open Molecules 2025 dataset; level of theory: ωB97M-V with the def2-TZVPD basis set.

Properties
Energy relative to the best compared isomer or geometry (same formula, charge and spin): 170.6 kJ/mol

Structure (ORCA input):
```
! wB97M-V def2-TZVPD RIJCOSX def2/J DEFGRID3
* xyz -1 2
C 1.424 0.542 -1.371
N 0.678 0.300 -0.143
H -1.365 0.059 -1.644
H 1.978 1.473 -1.191
H -1.824 0.290 0.165
H -0.314 -1.333 1.646
H -2.448 -1.258 -0.547
C -0.154 -0.980 -0.347
C -1.595 -0.429 -0.696
H -0.133 4.701 1.795
H 1.116 -1.867 1.040
C 0.097 -1.809 0.803
H 0.313 3.343 1.488
S -0.396 -3.623 0.650
H -1.346 -3.447 1.559
H 0.081 1.064 -0.043
H 0.366 -1.550 -1.157
O 0.575 4.127 1.936
H 2.179 -0.297 -1.615
H 0.769 0.696 -2.326
*
```


8.
C4H13NP as an isolated structure. Source: the Open Molecules 2025 dataset; level of theory: ωB97M-V with the def2-TZVPD basis set.

Properties
Energy relative to the best compared isomer or geometry (same formula, charge and spin): 421.9 kJ/mol

Structure (ORCA input):
```
! wB97M-V def2-TZVPD RIJCOSX def2/J DEFGRID3
* xyz 1 1
H -2.736 -2.006 2.252
H -0.912 1.714 -2.049
C 3.292 0.202 0.222
H -1.552 1.819 0.192
H 0.221 0.516 -2.532
N -0.815 0.019 -0.698
H -2.029 -1.935 1.907
H -1.484 0.018 -2.698
H 2.202 -1.113 1.643
C -1.694 0.753 0.176
H 3.031 1.146 -0.227
C -0.776 0.639 -2.059
C 2.293 -0.212 0.956
P 0.066 -1.257 -0.246
H -2.723 0.648 -0.067
H 4.143 -0.380 -0.272
H 1.576 0.470 1.330
H -0.556 -1.456 1.041
H -1.547 0.414 1.130
*
```


9.
C4H13NPS2 as an isolated structure. Source: the Open Molecules 2025 dataset; level of theory: ωB97M-V with the def2-TZVPD basis set.

Properties
Energy relative to the best compared isomer or geometry (same formula, charge and spin): 122.8 kJ/mol

Structure (ORCA input):
```
! wB97M-V def2-TZVPD RIJCOSX def2/J DEFGRID3
* xyz 1 1
H 0.767 -1.826 1.317
H -1.479 1.132 -0.488
C -1.910 -1.516 -2.141
H -0.617 -1.254 1.808
H -1.142 -1.399 -2.962
S -0.765 -1.960 -0.773
H 2.954 1.942 -0.637
C -0.181 -0.464 0.171
H -2.344 -0.586 -1.940
P 1.729 1.987 0.111
H 2.693 2.470 2.498
H -0.732 1.417 1.174
C -1.193 0.604 0.432
S 2.654 1.340 1.949
H -2.009 0.111 0.950
H 0.794 -0.203 1.928
N 0.307 -0.967 1.459
C 1.526 0.216 -0.522
H 2.455 -0.349 -0.513
H 1.342 0.286 -1.591
H -2.533 -2.410 -2.167
*
```


10.
A 2-piece molecular cluster, C4H13NS overall. Source: the Open Molecules 2025 dataset; level of theory: ωB97M-V with the def2-TZVPD basis set.

Properties
Energy relative to the best compared isomer or geometry (same formula, charge and spin): 103.5 kJ/mol

Structure (ORCA input):
```
! wB97M-V def2-TZVPD RIJCOSX def2/J DEFGRID3
* xyz 0 1
H 2.351 -0.750 -1.140
H -1.441 0.003 0.041
C -1.305 -0.187 1.039
C 1.367 -0.585 -1.549
H 0.208 -0.685 -3.342
H -2.305 -0.682 2.904
H -2.753 0.982 2.197
H 1.862 1.345 -1.043
H 1.935 -1.267 -3.580
H 0.247 1.071 -1.503
S 0.190 0.635 1.584
H 0.728 -2.240 -2.643
N 1.213 0.851 -1.660
C -2.512 -0.079 1.940
H -0.221 1.925 1.279
H 0.587 -1.071 -0.723
H -3.260 -0.670 1.376
H -1.095 -1.248 1.079
C 1.055 -1.287 -2.867
*
```


Copy entry 10 word for word.
A 2-piece molecular cluster, C4H13NS overall. Source: the Open Molecules 2025 dataset; level of theory: ωB97M-V with the def2-TZVPD basis set.

Properties
Energy relative to the best compared isomer or geometry (same formula, charge and spin): 103.5 kJ/mol

Structure (ORCA input):
```
! wB97M-V def2-TZVPD RIJCOSX def2/J DEFGRID3
* xyz 0 1
H 2.351 -0.750 -1.140
H -1.441 0.003 0.041
C -1.305 -0.187 1.039
C 1.367 -0.585 -1.549
H 0.208 -0.685 -3.342
H -2.305 -0.682 2.904
H -2.753 0.982 2.197
H 1.862 1.345 -1.043
H 1.935 -1.267 -3.580
H 0.247 1.071 -1.503
S 0.190 0.635 1.584
H 0.728 -2.240 -2.643
N 1.213 0.851 -1.660
C -2.512 -0.079 1.940
H -0.221 1.925 1.279
H 0.587 -1.071 -0.723
H -3.260 -0.670 1.376
H -1.095 -1.248 1.079
C 1.055 -1.287 -2.867
*
```


- Look up the energy relative to the best compared isomer or geometry (same formula, charge and spin) of the seventh one.
  170.6 kJ/mol


- Which value of energy relative to the best compared isomer or geometry (same formula, charge and spin) does entry 3 give?
  74.7 kJ/mol


- Which value of energy relative to the best compared isomer or geometry (same formula, charge and spin) does entry 4 give?
  337.3 kJ/mol